*a*
Entry from OMol25: the molecule C2H4N2O4 (the ωB97M-V functional and the def2-TZVPD basis).

Values from the calculation:
Orbital gap (eV): 10.9
LUMO energy (eV): -0.1
Charge: 0
SMILES: NC(=O)[C@@H](O)[N+](=O)[O-]

Last column: Mulliken charge in e.
Positions of all 12 atoms, in Å:
N: -0.802 -0.817 0.700  -0.339
C: -0.356 0.378 0.429  0.493
O: -0.641 1.400 1.005  -0.640
C: 0.890 0.545 -0.569  -0.168
O: 1.297 1.827 -0.652  -0.526
N: 1.907 -0.282 0.146  0.948
O: 1.981 -1.434 -0.318  -0.562
O: 2.477 0.212 1.070  -0.522
H: -0.673 -1.735 0.327  0.236
H: -1.730 -0.690 1.093  0.289
H: 0.662 0.156 -1.557  0.434
H: 0.674 2.230 -0.032  0.357

*b*
Entry from OMol25: the molecule C2H4N2O4 (the ωB97M-V functional and the def2-TZVPD basis).

Values from the calculation:
Orbital gap (eV): 10.8
LUMO energy (eV): 0.5
Charge: 0
SMILES: O=CONC(=O)NO

Last column: Mulliken charge in e.
Positions of all 12 atoms, in Å:
O: 1.998 -0.692 1.066  -0.420
C: 2.168 -0.425 -0.090  0.247
O: 1.391 0.395 -0.841  -0.227
N: 0.458 1.073 -0.061  -0.145
C: -0.837 0.587 0.042  0.496
O: -1.732 1.141 0.577  -0.560
N: -0.984 -0.680 -0.473  -0.139
O: -2.163 -1.264 0.041  -0.408
H: 2.902 -0.967 -0.765  0.311
H: 0.584 2.077 -0.290  0.277
H: -0.880 -0.850 -1.530  0.253
H: -2.851 -0.635 -0.135  0.315

*c*
Entry from OMol25: C2H4N2O4 as an isolated structure (the ωB97M-V functional and the def2-TZVPD basis).

Values from the calculation:
Orbital gap (eV): 9.3
LUMO energy (eV): -1.3
Charge: 0

Last column: Mulliken charge in e.
Positions of all 12 atoms, in Å:
C: -0.021 1.225 -0.198  0.758
C: -2.193 0.324 0.406  -0.537
N: 1.940 -1.987 -0.516  -0.620
N: 1.949 -0.784 -0.275  1.155
O: 0.756 2.165 -0.322  -0.541
O: 0.393 -0.073 -0.358  -0.471
O: 2.796 -0.073 0.130  -0.470
O: -1.331 1.351 -0.051  -0.309
H: -2.488 -0.300 -0.415  0.253
H: -3.142 0.686 0.765  0.239
H: -1.534 -0.238 1.191  0.265
H: 2.875 -2.296 -0.358  0.277

It is *a* that is most stable; the runner-up trails by 30.6 kJ/mol.

*a*
Entry from OMol25: a 5-piece molecular cluster, C3H14O5 overall (the ωB97M-V functional and the def2-TZVPD basis).

Values from the calculation:
Orbital gap (eV): 10.8
LUMO energy (eV): 0.3
Charge: 0
SMILES: CCC=O.O.O.O.O

Last column: Mulliken charge in e.
Positions of all 22 atoms, in Å:
C: -0.508 2.770 2.445  -1.029
C: -1.314 1.404 2.619  -0.106
C: -0.569 0.427 3.513  0.042
O: 0.408 -0.157 3.129  -0.443
H: -0.755 3.597 3.073  0.324
H: -0.733 3.199 1.459  0.299
H: 0.543 2.406 2.430  0.281
H: -2.261 1.705 3.166  0.273
H: -1.405 1.200 1.545  0.054
H: -1.037 0.331 4.496  0.307
O: -0.773 -1.959 -3.989  -0.652
H: -1.269 -1.553 -3.258  0.376
H: -0.853 -1.483 -4.816  0.304
O: 1.405 -0.232 -0.347  -0.657
H: 1.381 0.075 0.567  0.300
H: 1.869 -1.075 -0.311  0.343
O: -1.284 -0.110 -2.109  -0.722
H: -0.429 -0.099 -1.660  0.366
H: -1.940 -0.371 -1.451  0.328
O: 2.383 -1.641 -3.079  -0.661
H: 2.382 -0.880 -2.491  0.306
H: 1.478 -1.797 -3.368  0.365

*b*
Entry from OMol25: a 6-piece molecular cluster, C3H14O5 overall (the ωB97M-V functional and the def2-TZVPD basis).

Values from the calculation:
Orbital gap (eV): 3.7
LUMO energy (eV): -4.9
Charge: 0

Last column: Mulliken charge in e.
Positions of all 22 atoms, in Å:
C: 1.462 0.935 1.963  -0.426
O: -0.597 1.268 0.119  -0.669
C: 2.115 0.166 0.947  0.266
C: 2.028 -1.160 0.423  -0.718
H: 0.898 0.553 2.861  0.322
H: 1.950 1.921 1.961  0.305
H: 0.286 1.367 0.564  0.153
H: 2.748 0.837 0.367  0.236
H: 3.001 -1.446 0.010  0.349
H: 1.387 -1.877 0.914  0.317
H: -3.609 0.478 -0.978  0.322
H: -2.592 1.284 -0.132  0.346
O: -3.552 1.066 -0.157  -0.658
H: -0.181 -0.353 -2.181  0.440
H: -1.899 -1.260 -2.895  0.187
O: -1.459 -0.924 -2.073  -0.810
H: -1.762 -1.519 0.351  0.316
H: -0.660 -0.530 1.161  0.315
O: -1.123 -1.366 1.080  -0.623
H: 1.243 -0.495 -1.538  0.304
H: -0.376 0.876 -0.730  0.486
O: 0.691 0.178 -2.037  -0.760

It is *a* that is most stable; the runner-up trails by 619.7 kJ/mol.

*a*
Entry from OMol25: a 2-piece molecular cluster, C5H14S overall (the ωB97M-V functional and the def2-TZVPD basis).

Values from the calculation:
Orbital gap (eV): 10.0
LUMO energy (eV): 1.0
Charge: 0
SMILES: CCC.CCS

Last column: Mulliken charge in e.
Positions of all 20 atoms, in Å:
C: 0.198 1.538 2.197  -1.319
C: -1.216 1.003 2.358  -0.008
C: -2.262 2.095 2.025  -1.180
H: 0.363 1.947 1.202  0.318
H: 0.353 2.412 2.838  0.398
H: 0.947 0.807 2.474  0.334
H: -1.372 0.155 1.690  0.182
H: -1.366 0.684 3.384  0.309
H: -3.160 1.682 1.565  0.317
H: -1.852 2.793 1.301  0.306
H: -2.570 2.614 2.927  0.360
C: -0.138 -0.005 -1.233  -1.101
C: 0.022 -1.457 -1.638  -0.292
S: 1.743 -1.897 -1.981  -0.244
H: 0.447 0.271 -0.359  0.166
H: 0.161 0.681 -2.036  0.411
H: -1.192 0.249 -1.066  0.337
H: -0.575 -1.692 -2.518  0.321
H: -0.398 -2.068 -0.845  0.285
H: 2.299 -0.807 -1.445  0.102

*b*
Entry from OMol25: a 2-piece molecular cluster, C5H14S overall (the ωB97M-V functional and the def2-TZVPD basis).

Values from the calculation:
Orbital gap (eV): 9.4
LUMO energy (eV): 1.0
Charge: 0
SMILES: CCSC.CC

Last column: Mulliken charge in e.
Positions of all 20 atoms, in Å:
C: 2.914 1.297 1.752  -1.177
C: 2.221 1.031 0.435  -0.288
S: 2.190 -0.766 0.102  -0.132
C: 1.109 -0.787 -1.336  -0.789
H: 3.990 1.230 1.655  0.298
H: 2.609 0.546 2.467  0.339
H: 2.558 2.208 2.241  0.338
H: 1.172 1.318 0.416  0.237
H: 2.699 1.539 -0.405  0.335
H: 0.438 0.070 -1.384  0.183
H: 1.664 -0.746 -2.268  0.353
H: 0.615 -1.758 -1.352  0.284
C: -2.338 -0.351 -0.492  -0.560
C: -3.665 -0.979 -0.084  -1.044
H: -1.706 -1.098 -0.951  0.151
H: -2.549 0.439 -1.220  0.290
H: -1.817 0.158 0.322  0.276
H: -3.584 -1.543 0.847  0.306
H: -4.123 -1.610 -0.846  0.301
H: -4.396 -0.197 0.100  0.299

*c*
Entry from OMol25: a 2-piece molecular cluster, C5H14S overall (the ωB97M-V functional and the def2-TZVPD basis).

Values from the calculation:
Orbital gap (eV): 9.9
LUMO energy (eV): 0.9
Charge: 0
SMILES: CCC.CCS

Last column: Mulliken charge in e.
Positions of all 20 atoms, in Å:
C: 0.834 3.092 -0.483  -1.028
C: 0.448 1.781 -1.285  0.064
C: -0.946 1.833 -2.054  -1.238
H: 0.413 3.378 0.508  0.308
H: 0.551 4.021 -1.000  0.281
H: 1.892 3.017 -0.221  0.302
H: 0.269 0.825 -0.701  -0.001
H: 1.409 1.493 -1.853  0.250
H: -1.054 0.842 -2.483  0.321
H: -1.768 1.966 -1.460  0.371
H: -0.966 2.620 -2.748  0.379
C: -0.972 -2.292 1.761  -0.851
C: 0.140 -3.298 1.695  -0.521
S: 1.065 -3.236 0.141  -0.213
H: -1.907 -2.509 1.309  0.306
H: -0.499 -1.397 1.631  0.268
H: -1.176 -2.055 2.847  0.289
H: 0.797 -3.509 2.495  0.433
H: -0.376 -4.361 1.523  0.198
H: 1.848 -2.208 0.379  0.082

It is *a* that is most stable; the runner-up trails by 12.5 kJ/mol.